1.
Formula: C42H44N3O4S3Sn
Source: OMol25
Level of theory: ωB97M-V with the def2-TZVPD basis set

The geometry in XYZ format:
```
97
Properties=species:S:1:pos:R:3:mulliken_charge:R:1
Sn -0.58 0.41 0.74 1.258
C 4.06 1.32 2.12 -1.898
C 2.67 1.51 1.56 0.288
N 1.62 0.94 2.01 0.923
N 1.70 0.15 3.13 -0.805
C 0.48 -0.07 3.55 0.030
O -0.58 0.41 3.02 -0.888
C 0.35 -0.89 4.80 0.211
C -0.92 -1.27 5.22 -0.309
C -1.07 -2.07 6.35 -0.706
C 0.04 -2.47 7.08 -0.337
C 1.31 -2.07 6.67 -0.753
C 1.46 -1.29 5.53 0.129
C 2.48 2.51 0.48 1.020
C 3.56 3.05 -0.21 -0.758
C 3.34 4.07 -1.11 -0.516
C 2.05 4.53 -1.31 -0.592
C 1.03 3.91 -0.61 -0.281
N 1.23 2.93 0.26 -0.114
H 4.00 0.75 3.04 0.331
H 4.54 2.29 2.32 0.466
H 4.69 0.78 1.42 0.301
H -1.77 -0.96 4.63 0.436
H -2.06 -2.37 6.67 0.396
H -0.07 -3.08 7.96 0.374
H 2.18 -2.38 7.23 0.376
H 2.44 -0.99 5.18 0.429
H 4.56 2.66 -0.05 0.315
H 4.17 4.51 -1.66 0.361
H 1.84 5.34 -2.00 0.429
H -0.01 4.19 -0.76 0.399
C -3.06 -1.70 1.30 -1.002
O -2.32 -0.67 0.73 -0.095
H -3.84 -1.31 1.98 0.313
H -2.47 -2.41 1.87 0.140
H -3.58 -2.28 0.52 0.267
C 2.43 0.08 -3.74 -0.612
C 0.99 -0.37 -4.03 -0.385
C 0.14 0.76 -3.42 0.844
O 1.04 1.66 -2.77 -0.353
C 2.23 0.92 -2.49 0.248
H 2.81 0.71 -4.55 0.353
H 3.11 -0.76 -3.58 0.181
H 0.78 -1.30 -3.52 -0.142
H 0.80 -0.50 -5.09 0.448
H -0.56 0.36 -2.68 -1.150
H -0.41 1.33 -4.16 0.528
H 2.08 0.28 -1.61 -0.362
H 3.03 1.64 -2.29 0.315
C -3.61 0.62 -1.85 -1.644
C -3.49 1.81 -0.92 3.955
C -4.37 1.61 0.31 -1.331
C -2.13 2.33 -0.65 -1.850
C -3.79 3.17 -1.63 -0.582
C -3.84 4.36 -0.91 0.202
C -4.09 5.57 -1.55 -1.059
C -4.33 5.60 -2.91 -0.326
C -4.30 4.42 -3.64 -0.903
C -4.01 3.22 -3.01 -0.162
H -3.33 -0.27 -1.28 -0.226
H -2.94 0.70 -2.71 0.403
H -4.64 0.48 -2.21 0.539
H -3.98 0.76 0.87 -0.205
H -5.40 1.43 0.02 0.484
H -4.34 2.48 0.97 0.354
H -1.53 2.20 -1.57 0.503
H -3.67 4.34 0.16 0.330
H -4.10 6.49 -0.97 0.371
H -4.54 6.54 -3.41 0.383
H -4.49 4.44 -4.71 0.380
H -3.97 2.32 -3.59 0.344
O 0.71 -1.15 -0.04 -0.301
C 0.96 -2.49 -0.27 2.767
C -0.22 -3.17 -0.98 -0.450
C -1.21 -2.55 -1.67 -0.251
C -2.15 -3.46 -2.24 -0.929
C -1.85 -4.75 -1.97 -0.678
S -0.43 -4.88 -1.02 -0.064
C 1.26 -3.28 1.01 -0.848
C 2.22 -4.22 1.23 -0.196
C 2.12 -4.81 2.53 -0.946
C 1.09 -4.30 3.25 -0.617
S 0.24 -3.11 2.37 0.240
C 2.25 -2.60 -1.10 -0.161
C 3.41 -1.97 -0.78 -0.441
C 4.48 -2.30 -1.66 -0.835
C 4.10 -3.17 -2.63 -0.627
S 2.45 -3.60 -2.48 -0.197
H -1.29 -1.48 -1.72 0.014
H -3.01 -3.14 -2.81 0.430
H -2.38 -5.64 -2.27 0.430
H 2.97 -4.48 0.51 0.531
H 2.80 -5.57 2.90 0.399
H 0.80 -4.53 4.27 0.490
H 3.48 -1.30 0.06 0.444
H 5.48 -1.89 -1.57 0.348
H 4.70 -3.59 -3.43 0.435
```

highest occupied orbital energy = -4.24 eV
total charge = -1
electronic energy = -3500.8731 a.u.
relative energy (zero: lowest compared OMol25 entry of this formula, charge and spin) = 0.00 kJ/mol
Kohn-Sham gap = 6.64 eV
LUMO level = 2.4 eV

---

2.
Formula: C42H44N3O7Ta
Source: OMol25
Level of theory: ωB97M-V with the def2-TZVPD basis set

The geometry in XYZ format:
```
97
Properties=species:S:1:pos:R:3:mulliken_charge:R:1
Ta 10.38 11.24 11.53 2.051
O 10.24 11.99 13.30 1.020
C 11.19 12.51 14.22 2.915
C 12.42 13.18 13.43 -1.829
C 11.96 14.09 12.37 0.757
C 12.46 15.42 12.27 -0.920
C 11.91 16.30 11.38 -1.009
C 11.01 15.78 10.42 -1.070
C 10.67 14.44 10.44 -0.061
C 9.69 13.93 9.44 -0.926
C 8.45 13.23 10.13 2.322
O 8.81 12.04 10.86 -0.315
C 7.41 12.77 9.06 -0.130
C 6.29 12.10 9.56 -0.305
C 5.30 11.52 8.75 -0.849
C 5.35 11.76 7.39 -0.456
C 6.46 12.47 6.87 -0.797
C 7.50 13.00 7.67 -0.364
C 7.78 14.19 11.06 -0.108
C 7.14 15.27 10.45 -0.767
C 6.83 16.35 11.29 -1.139
C 6.82 16.19 12.68 -0.659
C 7.30 15.04 13.24 -0.753
C 7.75 14.00 12.40 1.009
N 11.18 13.52 11.37 0.564
C 11.63 11.32 15.15 -0.266
C 10.95 10.08 15.08 -0.358
C 11.12 9.14 16.07 -0.974
C 11.96 9.37 17.14 -0.899
C 12.65 10.54 17.21 -0.726
C 12.52 11.53 16.22 -0.594
C 10.47 13.55 15.12 -0.085
C 9.23 13.29 15.73 0.041
C 8.60 14.27 16.57 -0.885
C 9.29 15.43 16.88 -0.646
C 10.51 15.72 16.19 -0.701
C 11.01 14.83 15.29 -0.458
H 13.15 13.78 14.01 1.051
H 13.02 12.45 12.90 -0.238
H 13.23 15.80 12.96 0.531
H 12.01 17.39 11.43 0.441
H 10.52 16.37 9.66 0.578
H 9.43 14.82 8.85 0.914
H 10.22 13.24 8.73 0.269
H 6.27 12.04 10.69 0.257
H 4.59 10.80 9.18 0.408
H 4.61 11.33 6.69 0.378
H 6.58 12.55 5.81 0.439
H 8.33 13.39 7.13 0.459
H 7.19 15.39 9.38 0.451
H 6.59 17.30 10.82 0.447
H 6.46 16.97 13.35 0.441
H 7.22 14.90 14.33 0.335
H 8.23 13.11 12.86 -0.221
H 10.35 9.90 14.22 0.619
H 10.69 8.16 15.88 0.583
H 11.87 8.72 18.01 0.420
H 13.33 10.80 18.02 0.450
H 12.97 12.50 16.26 0.541
H 8.71 12.34 15.44 0.296
H 7.60 14.00 16.94 0.476
H 8.94 16.09 17.67 0.474
H 11.12 16.59 16.46 0.407
H 11.96 15.04 14.83 0.317
C 13.56 9.33 7.32 -0.964
N 12.50 9.79 8.24 0.129
C 11.09 9.56 7.75 -0.807
C 12.67 10.69 9.20 0.445
O 11.64 11.16 9.89 -0.741
C 14.00 11.07 9.72 -0.932
O 14.17 11.08 11.14 -0.151
C 14.25 9.84 11.85 -1.502
C 12.93 9.16 12.20 0.805
O 11.79 9.79 12.22 -0.687
N 12.92 7.91 12.69 0.257
C 14.09 7.16 12.97 -1.065
C 11.67 7.23 12.99 -0.818
H 13.15 8.41 6.91 0.443
H 14.55 9.23 7.89 0.340
H 13.75 10.09 6.49 0.335
H 11.16 9.38 6.67 0.532
H 10.44 10.40 8.00 0.183
H 10.65 8.63 8.23 0.246
H 14.22 12.13 9.55 0.276
H 14.78 10.47 9.19 0.359
H 14.64 10.23 12.83 0.284
H 14.95 9.10 11.40 0.583
H 14.07 6.24 12.38 0.366
H 14.24 6.99 14.01 0.350
H 14.91 7.77 12.62 0.377
H 10.83 7.94 13.02 0.135
H 11.74 6.78 13.97 0.379
H 11.49 6.37 12.24 0.298
O 8.86 9.81 12.50 -0.601
C 8.85 8.98 11.47 0.064
O 9.44 9.28 10.40 -0.484
H 8.31 7.97 11.61 0.415
```

highest occupied orbital energy = -12.84 eV
total charge = +2
electronic energy = -2374.4388 a.u.
relative energy (zero: lowest compared OMol25 entry of this formula, charge and spin) = 190.39 kJ/mol
Kohn-Sham gap = 6.69 eV
LUMO level = -6.2 eV

---

3.
Formula: C42H45MnN2OPS
Source: OMol25
Level of theory: ωB97M-V with the def2-TZVPD basis set

The geometry in XYZ format:
```
93
Properties=species:S:1:pos:R:3:mulliken_charge:R:1
Mn 0.12 -0.53 0.34 0.872
C -4.47 4.84 -3.67 -0.419
C -5.23 3.97 -2.91 -0.757
C -4.62 3.10 -2.02 0.035
C -3.23 3.10 -1.87 -0.037
C -2.48 3.99 -2.63 -0.373
C -3.09 4.85 -3.53 -0.640
P -2.29 2.00 -0.73 0.066
C -3.63 1.28 0.28 0.736
C -4.23 2.09 1.25 -0.539
C -5.17 1.56 2.13 -0.714
C -5.52 0.22 2.05 -0.459
C -4.93 -0.59 1.09 -0.620
C -3.99 -0.06 0.21 -0.339
C -1.77 0.64 -1.84 1.743
C -2.40 0.48 -3.09 -0.074
C -1.91 -0.40 -4.05 -0.861
C -0.74 -1.09 -3.78 -0.862
C -0.13 -0.95 -2.53 0.110
C -0.64 -0.14 -1.49 -1.733
H -4.95 5.52 -4.37 0.373
H -6.31 3.96 -3.02 0.392
H -5.22 2.41 -1.44 0.421
H -1.40 4.01 -2.51 0.385
H -2.49 5.54 -4.12 0.379
H -3.94 3.13 1.33 0.410
H -5.63 2.20 2.87 0.403
H -6.25 -0.20 2.74 0.374
H -5.20 -1.64 1.03 0.398
H -3.53 -0.70 -0.53 0.382
H -3.28 1.06 -3.32 0.425
H -2.41 -0.51 -5.00 0.402
H -0.29 -1.72 -4.54 0.405
H 0.80 -1.48 -2.37 0.628
O -0.54 -2.72 -0.25 -0.543
C 0.48 -3.62 -0.65 -0.606
C 1.63 -3.48 0.29 0.608
C 2.43 -4.57 0.58 -1.018
C 3.50 -4.42 1.45 -0.485
C 3.71 -3.17 2.01 -1.228
C 2.86 -2.13 1.66 -0.340
N 1.84 -2.27 0.81 0.279
H -1.08 -2.51 -1.03 0.281
H 0.81 -3.40 -1.66 0.329
H 0.11 -4.65 -0.64 0.424
H 2.22 -5.54 0.13 0.446
H 4.14 -5.25 1.69 0.417
H 4.52 -2.98 2.70 0.510
H 3.02 -1.14 2.07 0.654
S -0.39 1.53 1.10 -0.280
C 4.75 1.69 4.80 -1.750
C 4.02 1.46 3.49 0.084
C 4.69 1.53 2.28 -0.951
C 3.99 1.34 1.09 0.661
C 4.69 1.46 -0.25 -1.661
C 2.64 1.06 1.13 -0.451
C 1.94 0.92 2.34 -0.245
C 2.66 1.17 3.52 -0.218
N 0.56 0.51 2.29 1.465
C -0.19 0.07 3.53 0.667
C -1.58 -0.47 3.13 -1.889
C -2.37 -0.98 4.34 0.519
C -2.58 0.20 5.31 -1.567
C -1.22 0.74 5.74 0.420
C -0.42 -0.38 6.43 -1.327
C -0.24 -1.57 5.47 0.257
C -1.62 -2.09 5.06 -1.591
C 0.52 -1.12 4.22 -1.491
C -0.44 1.23 4.51 -1.066
H 5.75 2.09 4.63 0.401
H 4.84 0.76 5.36 0.301
H 4.20 2.40 5.42 0.364
H 5.75 1.75 2.26 0.281
H 5.76 1.58 -0.12 0.375
H 4.31 2.31 -0.81 0.328
H 4.51 0.57 -0.85 0.300
H 2.11 0.96 0.20 0.530
H 2.18 1.15 4.48 0.425
H -1.46 -1.28 2.40 0.465
H -2.16 0.31 2.65 0.171
H -3.34 -1.35 4.00 0.400
H -3.16 -0.13 6.18 0.548
H -3.16 0.99 4.81 0.444
H -1.36 1.57 6.44 0.318
H -0.93 -0.71 7.34 0.571
H 0.57 0.00 6.74 0.502
H 0.32 -2.36 5.96 0.267
H -2.18 -2.41 5.95 0.551
H -1.51 -2.97 4.41 0.469
H 0.57 -1.94 3.50 0.363
H 1.54 -0.88 4.50 0.676
H 0.49 1.68 4.83 0.268
H -1.01 2.00 3.98 0.450
```

highest occupied orbital energy (spin up / spin down) = -7.06 / -6.05 eV
electronic energy = -3702.7230 a.u.
<S²> = 3.829
relative energy (zero: lowest compared OMol25 entry of this formula, charge and spin) = 0.00 kJ/mol
Kohn-Sham gap (spin up / spin down) = 7.40 / 6.38 eV
spin multiplicity = 4
LUMO level (spin up / spin down) = 0.3 / 0.3 eV